Density functional theory data (ωB97M-V/def2-TZVPD) for C22H41AsN5O6SSc as an isolated structure in a non-equilibrium geometry.

Each line ends with the natural charge from an NBO analysis.
Cartesian coordinates (Å):
Sc (1.12, -0.03, 0.42)  1.485
C (5.05, -3.94, -0.04)  -0.425
N (3.76, -3.46, 0.45)  -0.348
C (3.05, -4.32, 1.39)  -0.424
C (3.26, -2.30, 0.07)  0.698
O (2.13, -1.88, 0.43)  -0.717
C (4.03, -1.41, -0.88)  -0.160
O (3.48, -0.11, -0.75)  -0.518
C (4.37, 0.89, -0.27)  -0.159
C (3.50, 1.95, 0.36)  0.704
O (2.26, 1.75, 0.35)  -0.712
N (4.04, 3.03, 0.87)  -0.340
C (5.48, 3.28, 0.90)  -0.418
C (3.22, 4.09, 1.44)  -0.423
H (5.08, -5.02, 0.06)  0.245
H (5.87, -3.52, 0.55)  0.223
H (5.20, -3.70, -1.09)  0.219
H (3.76, -4.69, 2.13)  0.230
H (2.62, -5.17, 0.86)  0.223
H (2.27, -3.78, 1.90)  0.242
H (3.87, -1.75, -1.91)  0.244
H (5.10, -1.42, -0.68)  0.218
H (4.94, 1.31, -1.10)  0.231
H (5.06, 0.47, 0.47)  0.216
H (6.05, 2.41, 0.60)  0.216
H (5.77, 3.55, 1.91)  0.235
H (5.73, 4.11, 0.23)  0.233
H (2.20, 3.73, 1.58)  0.238
H (3.21, 4.96, 0.78)  0.227
H (3.63, 4.40, 2.40)  0.230
O (1.27, -1.95, 3.24)  -0.279
N (1.01, -1.05, 2.49)  0.727
O (1.76, -0.04, 2.33)  -0.489
O (-0.03, -1.04, 1.76)  -0.516
C (-0.49, 3.73, 0.52)  -0.931
As (-0.86, 1.83, 0.27)  0.887
C (-2.23, 1.66, 1.65)  -0.928
C (-1.98, 1.87, -1.38)  -0.699
C (-3.09, 2.88, -1.34)  0.011
C (-4.35, 2.52, -0.86)  -0.239
C (-5.37, 3.45, -0.82)  -0.198
C (-5.16, 4.75, -1.26)  -0.196
C (-3.91, 5.11, -1.75)  -0.196
C (-2.89, 4.18, -1.80)  -0.238
H (-1.41, 4.29, 0.38)  0.256
H (0.25, 4.07, -0.20)  0.234
H (-0.13, 3.89, 1.53)  0.233
H (-3.04, 2.37, 1.46)  0.253
H (-1.78, 1.88, 2.62)  0.242
H (-2.64, 0.65, 1.68)  0.235
H (-2.37, 0.86, -1.49)  0.237
H (-1.29, 2.06, -2.20)  0.241
H (-4.52, 1.50, -0.54)  0.204
H (-6.35, 3.16, -0.46)  0.227
H (-5.96, 5.48, -1.22)  0.231
H (-3.74, 6.12, -2.11)  0.228
H (-1.92, 4.46, -2.21)  0.209
C (-2.51, -3.80, 2.02)  -0.619
C (-2.66, -3.72, 0.52)  -0.223
N (-1.68, -2.77, -0.01)  -0.579
C (-1.53, -2.28, -1.23)  0.413
S (-0.22, -1.17, -1.56)  -0.307
N (-2.30, -2.55, -2.27)  -0.557
C (-3.46, -3.44, -2.42)  -0.227
C (-4.78, -2.70, -2.22)  -0.619
H (-3.26, -4.48, 2.43)  0.246
H (-2.65, -2.83, 2.49)  0.218
H (-1.52, -4.18, 2.30)  0.215
H (-3.67, -3.40, 0.26)  0.208
H (-2.49, -4.71, 0.08)  0.205
H (-1.00, -2.44, 0.67)  0.435
H (-2.05, -2.04, -3.10)  0.426
H (-3.38, -4.28, -1.74)  0.213
H (-3.42, -3.83, -3.43)  0.227
H (-4.85, -2.28, -1.21)  0.203
H (-5.61, -3.38, -2.37)  0.241
H (-4.87, -1.88, -2.93)  0.223

Properties
Spin multiplicity ... 1
Charge ... +2
LUMO energy ... -5.4 eV
F_max ... 3.28 eV/Å

***

Density functional theory data (ωB97M-V/def2-TZVPD) for C22H41BMnN7P as an isolated structure in a non-equilibrium geometry.

Each line ends with the Löwdin charge.
Cartesian coordinates (Å):
H (-1.05, 3.33, -0.98)  0.129
N (-0.18, 1.85, -2.19)  0.078
B (0.64, 0.46, -4.13)  -0.435
N (0.53, 1.81, -3.35)  0.038
C (0.72, 3.08, -3.75)  0.015
Mn (-0.54, -1.03, -1.43)  0.705
H (1.27, 3.27, -4.65)  0.148
C (0.12, 3.93, -2.82)  0.017
H (0.08, 5.00, -2.83)  0.122
C (-0.45, 3.11, -1.84)  -0.027
H (1.01, 0.67, -5.25)  0.136
C (-0.98, -2.89, -1.25)  -0.097
H (-1.74, -2.85, -0.48)  0.031
H (-0.12, -3.51, -1.01)  0.039
H (-1.41, -3.18, -2.22)  0.051
N (-0.81, -0.12, -4.10)  0.014
N (1.54, -0.56, -3.38)  0.022
N (-1.42, -0.55, -2.92)  -0.118
N (1.12, -1.14, -2.18)  -0.078
C (-1.67, -0.20, -5.12)  -0.003
C (2.71, -1.12, -3.75)  0.000
H (-1.35, 0.08, -6.12)  0.149
H (3.19, -0.80, -4.66)  0.146
C (-2.89, -0.67, -4.64)  0.003
C (3.09, -2.05, -2.78)  0.006
C (-2.72, -0.87, -3.27)  -0.051
C (2.08, -2.04, -1.82)  -0.065
H (-3.79, -0.82, -5.22)  0.121
H (3.98, -2.65, -2.76)  0.122
H (-3.42, -1.24, -2.55)  0.131
H (1.94, -2.67, -0.94)  0.108
H (-0.22, 1.01, -1.59)  0.077
C (-2.65, -0.81, 2.45)  -0.081
C (-1.78, 0.45, 2.28)  -0.596
C (-2.43, 1.31, 1.19)  -0.087
C (-1.78, 1.22, 3.61)  -0.067
P (-0.04, -0.05, 1.74)  1.028
N (-0.21, -0.36, 0.15)  -0.250
C (1.17, 1.37, 2.00)  -0.598
C (1.45, 1.67, 3.49)  -0.052
C (2.50, 1.09, 1.30)  -0.077
C (0.58, 2.64, 1.37)  -0.089
C (0.65, -1.63, 2.52)  -0.589
C (2.05, -1.92, 1.96)  -0.072
C (0.72, -1.53, 4.06)  -0.057
C (-0.23, -2.83, 2.15)  -0.083
H (-3.69, -0.48, 2.60)  0.104
H (-2.37, -1.39, 3.34)  0.085
H (-2.63, -1.44, 1.56)  0.076
H (-3.48, 1.46, 1.45)  0.105
H (-1.97, 2.30, 1.09)  0.058
H (-2.39, 0.82, 0.21)  0.054
H (-1.25, 0.69, 4.41)  0.078
H (-1.38, 2.24, 3.51)  0.073
H (-2.83, 1.32, 3.94)  0.108
H (1.83, 0.81, 4.03)  0.065
H (2.23, 2.45, 3.52)  0.109
H (0.58, 2.08, 4.00)  0.072
H (2.35, 0.65, 0.30)  0.071
H (3.04, 2.04, 1.17)  0.100
H (3.16, 0.44, 1.89)  0.073
H (0.31, 2.45, 0.33)  0.035
H (-0.28, 3.04, 1.91)  0.075
H (1.35, 3.42, 1.39)  0.109
H (2.83, -1.34, 2.47)  0.078
H (2.28, -2.98, 2.14)  0.104
H (2.10, -1.75, 0.88)  0.047
H (-0.18, -1.08, 4.51)  0.076
H (0.81, -2.55, 4.45)  0.106
H (1.61, -0.98, 4.39)  0.072
H (-1.20, -2.83, 2.67)  0.071
H (-0.39, -2.90, 1.07)  0.032
H (0.30, -3.74, 2.48)  0.104

Properties
Spin multiplicity ... 4
Charge ... +2
LUMO energy (spin up / spin down) ... -7.3 / -6.4 eV
F_max ... 5.60 eV/Å